{
  "formula": "C22H49N2P3S2Sc",
  "method": "ωB97M-V with the def2-TZVPD basis set",
  "relative_energy_kcal_mol": 0.0,
  "total_charge": 3,
  "homo_energy_ev": -13.34,
  "multiplicity": 1,
  "species": ["Sc", "P", "P", "P", "H", "C", "C", "H", "C", "C", "C", "C", "C", "C", "C", "C", "C", "H", "H", "H", "H", "H", "H", "H", "H", "H", "H", "H", "H", "H", "H", "H", "H", "H", "H", "H", "H", "H", "H", "H", "H", "H", "H", "H", "H", "H", "C", "C", "C", "C", "C", "C", "S", "H", "H", "H", "H", "H", "H", "C", "N", "C", "C", "S", "N", "C", "C", "H", "H", "H", "H", "H", "H", "H", "H", "H", "H", "H", "H"],
  "positions_angstrom": [[2.776570, -1.524607, 0.247447], [-1.381254, 2.302553, 0.058464], [-3.994313, -1.016164, -1.077481], [3.735555, 0.877080, -0.058748], [1.345708, -1.337763, -2.036071], [2.406391, -1.515057, -1.808918], [2.850167, -2.812654, -1.382270], [2.129508, -3.633915, -1.288118], [-1.014339, 3.492669, -1.235021], [-2.930733, 2.688978, 0.886030], [-0.036662, 2.297102, 1.249053], [-4.381041, -2.645594, -1.678711], [-4.338662, -0.830250, 0.664597], [-4.692519, 0.293099, -2.064241], [5.475667, 0.815953, -0.624798], [3.901534, 1.617623, 1.607819], [3.119056, 2.302556, -1.021004], [3.070596, -0.830107, -2.345223], [3.899227, -3.130802, -1.493567], [-1.244730, 4.511026, -0.892673], [-1.620658, 3.266927, -2.121871], [0.048184, 3.432134, -1.510611], [-2.783667, 3.549080, 1.555303], [-3.273376, 1.831699, 1.484107], [-3.706983, 2.938670, 0.148323], [-0.359066, 2.742887, 2.201990], [0.823312, 2.867173, 0.876369], [0.294467, 1.265693, 1.431590], [-5.445734, -2.809634, -1.456121], [-3.766245, -3.394758, -1.158766], [-4.207335, -2.718302, -2.760272], [-4.780396, 0.156156, 0.862239], [-3.437762, -0.958501, 1.282331], [-5.066387, -1.607071, 0.937338], [-5.777365, 0.269767, -1.886855], [-4.489458, 0.121528, -3.129846], [-4.291440, 1.274317, -1.773575], [5.986456, 1.741154, -0.326143], [5.506330, 0.713328, -1.717528], [5.985906, -0.047931, -0.179174], [4.616003, 2.451290, 1.567181], [4.268222, 0.867092, 2.321543], [2.926767, 1.979676, 1.962588], [3.966722, 2.876365, -1.419745], [2.501848, 2.966052, -0.402807], [2.513289, 1.945468, -1.862650], [-1.711124, -0.584219, -3.075078], [-1.266846, 0.638404, -3.599994], [-1.292095, 0.845664, -4.981748], [-1.656975, -0.204569, -5.839001], [-1.986874, -1.459166, -5.314159], [-1.981730, -1.660576, -3.937747], [-1.919024, -0.783264, -1.305394], [-1.487685, 0.958498, -0.576242], [-0.920212, 1.404184, -2.902310], [-1.024820, 1.821101, -5.386638], [-1.687123, -0.029569, -6.913750], [-2.245251, -2.287963, -5.976068], [-2.190698, -2.636907, -3.502719], [0.825876, 0.351877, 4.587380], [0.233555, -0.718732, 3.761420], [-1.177494, -0.499819, 3.448852], [1.012903, -1.394448, 2.850140], [0.499498, -1.497743, 1.191475], [2.129047, -2.003636, 3.303952], [2.304744, -2.235887, 4.739571], [3.076698, -2.676728, 2.397148], [0.292012, 1.296284, 4.412095], [0.729263, 0.097031, 5.651839], [1.881059, 0.514843, 4.344337], [-1.620212, -1.432314, 3.079593], [-1.681502, -0.186869, 4.370896], [-1.307248, 0.283291, 2.682507], [1.321108, -2.295829, 5.223265], [2.826572, -3.188058, 4.880709], [2.896414, -1.433554, 5.206943], [2.530343, -3.165654, 1.551347], [3.893822, -1.979567, 2.079495], [3.576603, -3.498080, 2.916410]],
  "forces_ev_per_angstrom": [[0.33, 0.71, 0.20], [0.40, -0.39, -0.42], [1.53, 0.26, -0.97], [0.47, 0.70, 0.25], [0.30, -0.27, -0.22], [-0.16, 1.23, -0.87], [0.11, -1.35, 0.38], [0.35, 0.12, -0.40], [-0.15, 0.31, -0.17], [-0.29, 0.04, 0.07], [0.36, 0.01, 0.60], [-0.61, -0.21, 0.11], [-0.26, -0.03, 0.46], [-0.80, 0.02, -0.06], [0.03, -0.17, 0.04], [0.27, 0.24, 0.09], [-0.32, 0.06, -0.38], [-0.24, -0.47, -0.31], [-0.49, 0.03, -0.47], [0.12, -0.22, -0.10], [0.08, 0.18, 0.22], [-0.29, -0.02, 0.11], [-0.08, -0.20, -0.22], [0.19, 0.28, -0.12], [0.22, -0.02, 0.21], [0.08, -0.08, -0.30], [-0.33, -0.08, 0.02], [-0.11, 0.21, -0.08], [0.19, -0.24, -0.18], [-0.21, 0.26, -0.06], [-0.14, 0.13, 0.33], [0.08, -0.30, -0.09], [-0.21, -0.06, -0.28], [0.13, 0.23, 0.08], [0.12, 0.22, -0.25], [-0.04, -0.03, 0.28], [-0.11, -0.37, 0.02], [-0.05, -0.25, -0.13], [0.01, -0.02, 0.27], [0.04, 0.25, -0.13], [-0.23, -0.11, 0.25], [0.01, 0.22, -0.11], [0.23, -0.06, -0.06], [-0.27, -0.08, 0.15], [0.22, -0.14, -0.11], [0.16, 0.10, 0.07], [0.06, -0.22, -0.79], [-0.48, -0.09, 0.26], [0.16, -0.41, 0.10], [-0.14, 0.23, 0.35], [0.19, 0.09, -0.10], [-0.17, 0.29, 0.47], [0.25, -1.39, -0.34], [0.11, 1.70, 0.85], [-0.22, -0.08, -0.43], [0.04, -0.30, 0.06], [0.02, -0.10, 0.27], [0.16, 0.28, 0.18], [0.03, 0.17, -0.27], [0.15, -0.19, 0.60], [0.42, 0.01, -0.94], [-0.04, -0.12, -0.06], [-0.21, -0.08, 0.30], [-0.74, 0.05, 0.91], [-0.46, 0.07, -0.52], [0.26, 0.09, 0.62], [-0.18, -0.09, 0.31], [0.07, -0.31, -0.06], [0.11, 0.20, -0.25], [-0.22, -0.14, 0.03], [0.06, 0.26, 0.19], [0.11, -0.15, -0.23], [0.00, -0.15, 0.21], [0.33, 0.04, -0.18], [-0.12, 0.25, -0.04], [-0.19, -0.34, -0.10], [0.29, -0.07, 0.48], [-0.17, -0.41, 0.41], [-0.10, 0.24, 0.04]]
}